Record 1
{"formula": "C4H10N2O2", "method": "ωB97M-V/def2-TZVPD", "total_charge": 0, "molar_mass_g_mol": 118.1, "energy_ev": -11383.429, "multiplicity": 1, "species": ["C", "C", "C", "N", "H", "H", "H", "H", "H", "H", "H", "O", "C", "N", "O", "H", "H", "H"], "xyz": [[1.953746, -2.270372, 0.638070], [1.456139, -1.740236, -0.670871], [0.922387, -0.540150, -0.875663], [0.643621, 0.420920, 0.099088], [1.193507, -2.888800, 1.118265], [2.834505, -2.890048, 0.480198], [2.218235, -1.469551, 1.327151], [1.532228, -2.414907, -1.509769], [0.589319, -0.252904, -1.863788], [1.148474, 0.276606, 0.963995], [0.724348, 1.378283, -0.230160], [-0.697312, 3.047002, -0.494847], [-1.775886, 2.627669, -0.140627], [-1.988889, 1.346995, 0.177898], [-3.192473, 0.925300, 0.738518], [-2.685403, 3.248346, -0.087096], [-1.169960, 0.723492, 0.278478], [-3.706585, 0.472355, 0.051161]], "atomic_forces_ev_per_a": [[-0.1, 0.1, -0.1], [0.0, -0.1, 0.0], [0.0, -0.2, -0.2], [0.4, 0.0, 0.3], [0.0, -0.1, 0.1], [0.1, 0.0, 0.1], [0.1, 0.0, 0.1], [0.0, 0.0, -0.2], [0.0, 0.0, -0.1], [0.0, 0.1, 0.0], [0.0, 0.0, 0.1], [0.6, 0.3, -0.2], [-0.9, 0.2, 0.1], [0.0, -1.0, -0.1], [-0.1, 0.3, 0.1], [0.0, 0.0, 0.1], [-0.4, 0.1, 0.1], [0.4, 0.2, 0.0]], "lowdin_charge": [-0.111, -0.183, -0.219, 0.028, 0.075, 0.068, 0.058, 0.086, 0.110, 0.089, 0.075, -0.002, -0.359, -0.039, -0.024, 0.138, 0.103, 0.107]}



Record 2
{"formula": "C4H10N2O2", "method": "ωB97M-V/def2-TZVPD", "total_charge": 0, "molar_mass_g_mol": 118.1, "energy_ev": -11381.096, "multiplicity": 1, "species": ["N", "C", "C", "N", "C", "C", "O", "O", "H", "H", "H", "H", "H", "H", "H", "H", "H", "H"], "xyz": [[-1.797357, -0.831017, 1.337363], [-0.704323, 0.246277, 1.511091], [0.711835, -0.263008, 1.240616], [1.092733, -0.639722, -0.179819], [1.284539, 0.529876, -0.994220], [0.009654, 0.655466, -2.033279], [-1.047730, -0.130480, -1.618734], [0.013620, 1.586551, -2.827533], [-0.198962, -0.479171, -2.502456], [-1.460541, -1.758514, 1.590518], [-2.055088, -0.784137, 0.383084], [-0.663061, 0.529648, 2.592065], [-1.040068, 1.047269, 0.821590], [1.437569, 0.540797, 1.432979], [0.810861, -1.239044, 1.782647], [0.162107, -0.984963, -0.484104], [1.233532, 1.473870, -0.462475], [2.210680, 0.500301, -1.589333]], "atomic_forces_ev_per_a": [[1.6, 1.5, 1.2], [-1.1, -1.6, 0.2], [0.8, -0.6, -1.2], [-1.8, 0.0, 1.1], [-1.1, -0.6, -1.8], [2.2, 5.2, 2.7], [2.4, -0.4, -4.0], [-0.7, -1.8, 0.5], [-3.1, -2.2, 1.2], [0.0, 0.3, -0.2], [-0.4, -0.5, -0.9], [-0.5, 0.3, -0.9], [0.4, 0.0, 0.8], [-0.1, -0.6, 1.0], [0.4, 1.2, 0.2], [1.2, -0.5, 0.0], [0.0, 0.2, 0.2], [-0.4, 0.1, 0.2]], "lowdin_charge": [0.002, -0.233, -0.219, -0.087, -0.127, -0.571, 0.033, 0.111, 0.275, 0.059, 0.010, 0.110, 0.110, 0.107, 0.120, 0.067, 0.114, 0.119]}



Record 3
{"formula": "C4H10N2O2", "method": "ωB97M-V/def2-TZVPD", "total_charge": 1, "molar_mass_g_mol": 118.1, "energy_ev": -11375.149, "multiplicity": 2, "species": ["C", "C", "O", "N", "H", "H", "H", "H", "H", "C", "C", "O", "N", "H", "H", "H", "H", "H"], "xyz": [[-0.425344, 2.327164, -1.329050], [-1.586846, 1.484724, -1.056608], [-1.912986, 0.591350, -1.749364], [-2.548777, 1.727511, 0.001010], [0.384784, 1.632215, -0.848741], [-0.395671, 3.389803, -0.959693], [-3.484655, 1.583771, -0.266325], [-2.380136, 2.303764, 0.783054], [-0.069768, 2.283039, -2.430651], [1.733303, -1.628102, 1.864711], [1.482225, -2.398332, 0.665900], [1.908330, -3.554083, 0.413988], [0.665108, -1.922728, -0.250951], [0.842832, -2.552529, -1.122593], [0.193504, -0.984940, -0.238191], [0.774777, -1.278584, 2.261752], [2.566580, -1.010576, 1.517285], [2.252740, -1.993466, 2.744466]], "atomic_forces_ev_per_a": [[3.5, -0.2, -0.3], [-3.8, 2.1, 2.3], [0.2, -2.9, -2.6], [3.0, 0.1, -0.9], [-0.7, 1.8, -0.4], [-0.1, -1.4, -0.1], [-1.0, -0.5, -0.2], [0.2, 0.9, 0.5], [-1.2, 0.1, 1.7], [1.3, 0.2, 1.7], [-2.3, 0.3, -0.7], [1.2, -0.8, 0.7], [1.2, -1.3, -2.0], [-1.6, 2.2, 1.2], [0.6, -1.4, -0.2], [0.3, 0.9, -0.5], [-0.7, 1.3, -0.1], [-0.1, -1.4, -0.1]], "mulliken_spin": [0.000, 0.000, 0.000, 0.000, 0.000, 0.000, 0.000, 0.000, 0.000, 0.066, -0.033, 0.902, 0.034, 0.005, 0.011, 0.008, 0.001, 0.005]}



Record 4
{"formula": "C4H10N2O2", "method": "ωB97M-V/def2-TZVPD", "total_charge": 1, "molar_mass_g_mol": 118.1, "energy_ev": -11375.932, "multiplicity": 2, "species": ["N", "C", "C", "N", "C", "C", "O", "O", "H", "H", "H", "H", "H", "H", "H", "H", "H", "H"], "xyz": [[2.813217, 2.404505, -0.005452], [2.425974, 1.029054, 0.205729], [1.264841, 0.572921, -0.700474], [0.429081, -0.403912, -0.047955], [-0.905202, 0.077752, 0.319140], [-1.904026, -1.054472, 0.311008], [-2.020041, -1.530513, -0.956255], [-2.542218, -1.481942, 1.220957], [3.802413, 2.598488, 0.195004], [2.691454, 2.854682, -0.927172], [2.080041, 0.978541, 1.251984], [3.376143, 0.495971, 0.071380], [0.731510, 1.460729, -1.048487], [1.728634, 0.189333, -1.603460], [0.332491, -1.177759, -0.690683], [-1.304979, 0.803367, -0.401477], [-0.900809, 0.510713, 1.315395], [-2.733506, -2.193705, -0.940551]], "atomic_forces_ev_per_a": [[2.0, -0.7, -1.8], [-1.2, 1.2, 0.0], [0.6, 0.4, 0.1], [0.0, 0.0, -0.7], [-0.1, 0.1, 0.3], [-0.1, -0.4, -0.6], [-0.1, -0.1, 0.2], [0.0, 0.2, 0.3], [-0.3, 0.2, 1.0], [-1.2, 0.1, 0.5], [0.4, -0.4, 0.1], [0.0, -0.4, 0.5], [-0.3, 0.2, 0.2], [0.0, -0.4, -0.2], [-0.1, -0.2, 0.1], [0.2, 0.1, 0.1], [0.0, 0.1, 0.1], [0.2, 0.0, -0.1]], "mulliken_spin": [0.822, 0.059, 0.005, 0.004, 0.002, -0.001, 0.000, 0.000, -0.015, -0.010, 0.067, 0.057, -0.003, 0.009, 0.000, 0.001, 0.000, 0.000]}



Question: What is the multiplicity in the third record?
Answer: 2



Question: What is the multiplicity in the third record?
Answer: 2